#w
91
Properties=species:S:1:pos:R:3 method="wB97M-V/def2-TZVPD" homo_energy_ha="-0.47284 / -0.48163" total_charge=+2 multiplicity=2 orbital_gap_ha="0.286 / 0.248"
Ru 0.00 0.52 -0.96
N -1.99 0.58 -0.96
P -0.19 -1.71 -1.38
C -1.29 -2.63 -0.28
C -1.62 -2.07 0.95
C -2.39 -2.79 1.85
C -2.83 -4.06 1.52
C -2.49 -4.63 0.30
C -1.72 -3.92 -0.61
C -0.67 -2.14 -3.07
C -2.02 -2.17 -3.40
C -2.41 -2.35 -4.72
C -1.45 -2.48 -5.71
C -0.10 -2.44 -5.39
C 0.29 -2.26 -4.07
P -2.74 1.88 -1.65
C -1.58 2.26 -2.98
C -0.47 1.45 -3.19
C 0.50 1.81 -4.11
C 0.37 3.00 -4.83
C -0.74 3.81 -4.62
C -1.71 3.45 -3.69
C -4.32 1.39 -2.36
C -5.48 1.66 -1.64
C -6.71 1.27 -2.14
C -6.78 0.64 -3.37
C -5.63 0.39 -4.11
C -4.39 0.76 -3.61
H -2.61 -0.07 -0.48
H -1.25 -1.08 1.21
H -2.65 -2.35 2.81
H -3.44 -4.62 2.23
H -2.84 -5.62 0.05
H -1.47 -4.36 -1.56
H -2.78 -2.08 -2.63
H -3.46 -2.39 -4.97
H -1.75 -2.63 -6.74
H 0.65 -2.54 -6.16
H 1.35 -2.21 -3.83
H -0.44 0.38 -2.87
H 1.35 1.16 -4.29
H 1.12 3.28 -5.55
H -0.85 4.73 -5.18
H -2.56 4.10 -3.52
H -5.42 2.17 -0.68
H -7.61 1.47 -1.58
H -7.75 0.35 -3.77
H -5.70 -0.09 -5.07
H -3.49 0.57 -4.18
Cl 2.70 2.25 2.47
C 2.97 0.70 1.66
Cl 3.00 -0.65 2.80
C 1.87 0.52 0.64
O 2.12 0.68 -0.58
O 0.68 0.25 0.99
H 3.93 0.75 1.16
S 0.30 6.83 1.17
C 0.27 5.21 0.52
C 0.90 4.80 -0.66
C 0.79 3.49 -1.06
N 0.09 2.57 -0.38
C -0.51 2.96 0.76
C -0.45 4.25 1.23
C 1.29 7.69 -0.03
C 0.68 8.33 -1.11
C 1.49 8.99 -2.01
N 2.82 9.05 -1.90
C 3.38 8.46 -0.86
C 2.66 7.77 0.11
H 1.48 5.49 -1.25
H 1.28 3.15 -1.96
H -1.05 2.20 1.31
H -0.95 4.50 2.16
H -0.39 8.31 -1.23
H 1.06 9.50 -2.87
H 4.46 8.54 -0.79
H 3.17 7.30 0.95
O 1.18 -2.74 -1.29
S 2.28 -2.55 -0.14
C 1.87 -3.90 1.01
C 2.97 -4.97 0.85
C 3.42 -4.91 -0.61
C 3.65 -3.43 -0.90
H 0.89 -4.25 0.67
H 1.78 -3.47 2.00
H 2.58 -5.94 1.13
H 3.81 -4.74 1.51
H 2.64 -5.31 -1.28
H 4.33 -5.48 -0.78
H 3.68 -3.14 -1.95
H 4.55 -3.05 -0.40

#x
91
Properties=species:S:1:pos:R:3 method="wB97M-V/def2-TZVPD" homo_energy_ha="-0.49477 / -0.49431" total_charge=+2 multiplicity=2 orbital_gap_ha="0.238 / 0.238"
Ru -0.52 0.33 -0.43
N -1.25 -1.43 2.01
P -0.74 -2.00 0.51
C 1.04 -2.34 0.69
C 1.75 -2.13 1.86
C 3.09 -2.47 1.93
C 3.73 -3.01 0.83
C 3.03 -3.21 -0.36
C 1.69 -2.88 -0.43
C -1.42 -3.65 0.33
C -1.98 -4.06 -0.88
C -2.45 -5.36 -1.01
C -2.37 -6.23 0.06
C -1.79 -5.83 1.26
C -1.31 -4.54 1.40
P -0.89 0.23 2.03
C -2.43 0.90 1.32
C -2.59 2.30 1.31
C -3.76 2.86 0.86
C -4.80 2.04 0.42
C -4.67 0.66 0.44
C -3.48 0.09 0.87
C -1.01 0.71 3.76
C -0.01 1.49 4.34
C -0.10 1.82 5.68
C -1.18 1.37 6.43
C -2.17 0.59 5.84
C -2.10 0.26 4.51
H -1.17 -2.00 2.84
H 1.26 -1.71 2.74
H 3.63 -2.33 2.86
H 4.77 -3.29 0.89
H 3.53 -3.64 -1.22
H 1.13 -3.05 -1.34
H -2.03 -3.37 -1.71
H -2.88 -5.68 -1.95
H -2.74 -7.24 -0.04
H -1.70 -6.52 2.08
H -0.83 -4.24 2.33
H -1.79 2.93 1.69
H -3.88 3.93 0.86
H -5.73 2.49 0.08
H -5.50 0.03 0.14
H -3.39 -0.99 0.91
H 0.83 1.83 3.74
H 0.67 2.42 6.14
H -1.24 1.63 7.48
H -3.00 0.25 6.44
H -2.88 -0.33 4.04
Cl -0.33 4.77 -2.89
C -0.28 4.49 -1.15
Cl -1.61 5.33 -0.33
C -0.42 3.00 -0.84
O 0.26 2.52 0.09
O -1.21 2.29 -1.50
H 0.65 4.88 -0.76
S 5.83 0.53 -2.34
C 4.18 0.50 -1.75
C 3.23 -0.18 -2.53
C 1.94 -0.26 -2.08
N 1.55 0.27 -0.91
C 2.44 0.92 -0.16
C 3.76 1.06 -0.55
C 6.47 2.01 -1.57
C 6.96 2.00 -0.28
C 7.39 3.21 0.26
N 7.36 4.35 -0.42
C 6.93 4.34 -1.68
C 6.47 3.18 -2.30
H 3.51 -0.62 -3.47
H 1.17 -0.74 -2.67
H 2.09 1.33 0.77
H 4.44 1.61 0.09
H 7.04 1.08 0.29
H 7.77 3.26 1.27
H 6.94 5.29 -2.20
H 6.13 3.20 -3.33
O -1.23 -0.61 -2.42
S -2.59 0.09 -2.29
C -2.81 1.12 -3.77
C -4.07 0.64 -4.48
C -4.10 -0.88 -4.29
C -3.88 -1.10 -2.79
H -1.90 0.95 -4.35
H -2.84 2.16 -3.44
H -4.04 0.90 -5.53
H -4.95 1.09 -4.03
H -3.28 -1.34 -4.85
H -5.03 -1.32 -4.63
H -3.53 -2.09 -2.53
H -4.77 -0.85 -2.20

The most stable of them is #w.

#w
24
Properties=species:S:1:pos:R:3 method="wB97M-V/def2-TZVPD" homo_energy_ha="-0.43389 / -0.43383" total_charge=+1 orbital_gap_ha="0.276 / 0.276"
C 0.56 -0.75 0.48
C -0.40 -0.07 0.24
C 2.18 1.57 0.39
C 3.01 0.74 -0.30
C 2.34 -2.12 -0.33
C -1.96 1.21 1.18
C -2.72 -0.52 -0.38
N -1.40 1.35 -1.30
N 1.85 -1.08 0.59
N -1.62 0.55 -0.10
O 1.09 2.04 0.19
O 4.06 0.32 -0.56
H 1.63 -3.06 -0.31
H 2.51 -1.83 -1.28
H 3.39 -2.46 -0.02
H -1.38 2.07 1.30
H -2.91 1.71 1.08
H -1.93 0.33 2.00
H -2.38 -1.51 -0.59
H -3.39 -0.44 0.57
H -3.18 -0.06 -1.21
H -1.03 0.82 -2.07
H -0.73 2.00 -0.94
H 2.40 -0.81 1.38

#x
24
Properties=species:S:1:pos:R:3 method="wB97M-V/def2-TZVPD" homo_energy_ha=-0.45557 smiles="C[N@@H+]1C=CC(N)=C(C(=O)O)[C@H]1N" total_charge=+1 orbital_gap_ha=0.314
C 1.00 0.21 -2.16
N 0.69 1.11 -1.01
C 1.74 0.88 0.05
C 1.47 0.07 1.03
C 0.33 -0.81 1.09
N 0.47 -1.93 1.86
C -0.72 -0.57 0.27
C -1.99 -1.22 0.04
O -2.82 -0.68 -0.57
O -2.17 -2.30 0.83
C -0.68 1.15 -0.48
N -0.96 2.27 0.37
H 0.86 -0.88 -1.93
H 0.61 0.45 -3.15
H 2.12 0.30 -2.38
H 0.84 2.07 -1.30
H 2.60 1.52 -0.20
H 2.31 0.00 1.80
H -0.24 -2.57 2.06
H 1.17 -2.02 2.58
H -3.02 -2.75 0.61
H -1.38 1.10 -1.32
H -1.89 2.10 0.79
H -0.33 2.49 1.12

The most stable of them is #x.

#w
25
Properties=species:S:1:pos:R:3 method="wB97M-V/def2-TZVPD" homo_energy_ha=-0.49689 total_charge=+1 orbital_gap_ha=0.331
C -0.93 0.71 1.53
C -0.71 1.70 -0.84
C 2.04 0.61 0.43
C 1.61 -1.13 -1.08
C -1.67 -0.64 -0.43
C -0.94 0.60 0.02
N 1.13 -0.44 0.07
N -1.40 -1.88 0.23
H -1.94 0.85 1.90
H -0.53 -0.10 2.05
H -0.49 1.67 1.81
H -1.44 1.80 -1.69
H -0.62 2.64 -0.30
H 0.28 1.57 -1.29
H 2.29 0.85 1.49
H 3.02 0.43 0.03
H 1.73 1.55 0.01
H 0.82 -1.39 -1.81
H 2.31 -0.35 -1.58
H 2.17 -1.94 -0.86
H -1.43 -1.02 -1.49
H -2.69 -0.39 -0.10
H -1.79 -2.65 -0.21
H -1.71 -1.96 1.26
H 0.90 -1.09 0.86

#x
25
Properties=species:S:1:pos:R:3 method="wB97M-V/def2-TZVPD" homo_energy_ha=-0.44331 smiles=C[C@@H]([NH3+])CCCCN total_charge=+1 orbital_gap_ha=0.319
C 2.17 1.00 -0.45
C 0.97 1.09 -1.41
N 1.23 0.21 -2.70
C -0.38 0.68 -0.86
C -0.33 -0.60 -0.02
C -0.21 -0.62 1.52
C -1.50 -1.24 2.15
N -2.54 -0.19 2.20
H 2.89 0.25 -0.80
H 2.64 1.95 -0.24
H 1.77 0.68 0.52
H 0.94 2.12 -1.78
H 2.16 -0.19 -2.78
H 0.94 0.72 -3.53
H 0.65 -0.63 -2.63
H -0.65 1.54 -0.24
H -1.15 0.70 -1.62
H 0.23 -1.39 -0.54
H -1.28 -1.09 -0.30
H -0.14 0.43 1.79
H 0.57 -1.33 1.79
H -1.90 -2.13 1.65
H -1.12 -1.53 3.14
H -2.51 0.24 3.11
H -3.43 -0.63 2.03

The most stable of them is #x.

#w
13
Properties=species:S:1:pos:R:3 method="wB97M-V/def2-TZVPD" homo_energy_ha=-0.32222 smiles="S=C/C=C/[C@@H]1CO1" orbital_gap_ha=0.287
S 0.81 0.75 -3.95
C 0.22 0.04 -2.55
C 0.45 0.52 -1.21
C -0.19 -0.07 -0.18
C -0.23 0.38 1.19
C -0.12 -0.57 2.29
O -1.34 0.08 2.06
H -0.39 -0.96 -2.65
H 1.06 1.40 -1.08
H -0.81 -0.98 -0.34
H 0.23 1.39 1.30
H -0.19 -1.62 1.95
H 0.49 -0.36 3.16

#x
13
Properties=species:S:1:pos:R:3 method="wB97M-V/def2-TZVPD" homo_energy_ha=-0.29910 smiles="C1=CS[C@H]2C[C@@H]2O1" orbital_gap_ha=0.333
C -1.00 1.30 0.02
C -1.83 0.25 0.00
S -1.27 -1.42 -0.12
C 0.34 -0.97 0.48
C 1.78 -0.82 -0.05
C 0.78 0.17 -0.42
O 0.39 1.45 0.01
H -1.48 2.27 0.18
H -2.92 0.44 -0.04
H 0.20 -0.55 1.48
H 2.10 -1.51 -0.88
H 2.43 -0.70 0.79
H 0.48 0.09 -1.44

The most stable of them is #w.

#w
14
Properties=species:S:1:pos:R:3 method="wB97M-V/def2-TZVPD" homo_energy_ha=-0.32201 smiles="N[C@H](CS)C(O)=S" orbital_gap_ha=0.341
N 0.43 1.68 -0.81
C 0.01 0.83 0.27
C 1.16 0.26 1.09
S 2.33 -0.58 0.03
C -1.06 -0.25 -0.11
O -0.54 -1.25 -0.84
S -2.62 -0.15 0.26
H 0.52 1.18 -1.68
H -0.29 2.35 -0.96
H -0.50 1.43 1.02
H 1.68 1.10 1.55
H 0.81 -0.43 1.84
H 2.62 0.46 -0.77
H 0.43 -1.15 -0.88

#x
14
Properties=species:S:1:pos:R:3 method="wB97M-V/def2-TZVPD" homo_energy_ha=-0.34296 smiles="N[C@H](C=O)CSS" orbital_gap_ha=0.356
N -0.41 -1.08 -1.77
C -0.59 -0.57 -0.40
C -1.96 0.24 -0.12
O -2.64 -0.07 0.86
C 0.45 0.37 0.21
S 1.87 -0.59 0.89
S 3.05 0.85 1.72
H -0.58 -0.37 -2.52
H 0.54 -1.51 -1.96
H -0.86 -1.55 0.10
H -1.98 1.15 -0.72
H 0.08 0.87 1.18
H 0.65 1.22 -0.40
H 2.37 1.04 2.94

The most stable of them is #w.

#w
17
Properties=species:S:1:pos:R:3 method="wB97M-V/def2-TZVPD" homo_energy_ha=-0.32307 orbital_gap_ha=0.333
H 1.86 2.77 -0.30
N 0.92 2.42 -0.48
C 0.39 1.73 0.46
N -0.91 1.52 0.48
C -1.69 0.54 0.44
C -1.43 -0.82 0.01
C -0.70 -1.12 -1.11
N -1.97 -1.91 0.70
H 1.07 1.49 1.25
H -2.83 0.74 0.79
H -0.49 -2.05 -1.61
H -0.14 -0.24 -1.42
H -3.00 -1.90 0.97
H -1.62 -2.75 0.32
O 3.26 -1.19 -0.55
C 3.53 -0.14 -0.14
O 3.74 0.93 0.17

#x
17
Properties=species:S:1:pos:R:3 method="wB97M-V/def2-TZVPD" homo_energy_ha="-0.28183 / -0.28182" orbital_gap_ha="0.284 / 0.284"
C 0.21 0.58 0.58
C 0.56 -0.55 -0.18
C -1.78 -0.55 0.62
C 1.14 1.68 0.31
C 2.14 0.95 -0.64
N -1.08 0.58 1.00
N -1.35 -1.07 -0.55
N -1.61 -2.33 -0.83
O -2.75 -0.99 1.28
O 1.58 -0.30 -0.98
H 0.47 2.45 -0.12
H 1.72 2.19 1.04
H 2.52 1.43 -1.47
H 3.14 0.74 -0.04
H -1.48 0.96 1.79
H -1.52 -2.89 -1.68
H -1.91 -2.90 -0.11

#y
17
Properties=species:S:1:pos:R:3 method="wB97M-V/def2-TZVPD" homo_energy_ha=-0.27205 smiles="[H]/N=c1/ccn(C)[nH]1.O=C=O" orbital_gap_ha=0.289
H 0.73 -3.27 1.33
N 0.26 -3.05 0.43
C 0.15 -1.79 0.12
C -0.34 -1.31 -1.18
C -0.27 0.04 -1.14
N 0.33 0.47 0.02
C 0.75 1.77 0.49
N 0.60 -0.68 0.76
H -0.73 -1.86 -1.99
H -0.86 0.66 -1.89
H 0.78 1.86 1.49
H 1.77 2.23 0.19
H 0.04 2.44 0.12
H 0.65 -0.58 1.79
O -3.22 -0.73 0.89
C -3.35 -0.46 -0.24
O -3.63 -0.24 -1.29

The most stable of them is #y.